## i
The following is a quantum chemistry calculation of C3H11N3O as an isolated structure, from OMol25.

Positions of all 18 atoms, in Å:
N -1.74 -1.68 1.51
C -0.52 -1.14 1.51
N 0.52 -1.56 0.81
H -1.79 -2.60 1.00
H -2.50 -1.46 2.09
H -0.57 -0.13 1.96
H 0.62 -0.83 -0.12
H 0.70 -2.54 0.68
C 0.66 0.20 -2.25
N -0.02 0.17 -0.91
C 0.46 1.62 0.14
O 0.81 2.62 -0.58
H 0.84 1.27 -2.57
H 0.07 -0.31 -3.03
H 1.58 -0.35 -2.17
H -1.01 0.50 -1.02
H 1.25 1.22 0.88
H -0.57 1.65 0.72

Results
- Orbital gap (alpha / beta): 9.9 / 7.2 eV
- Multiplicity: 2
- Expectation value of S²: 0.7559
- Net charge: +1

Atomic partial charges in e from the Löwdin method, atoms 1 to 6: number 1, N, carries 0.192; number 2, C, carries -0.241; number 3, N, carries 0.091; number 4, H, carries 0.168; number 5, H, carries 0.108; number 6, H, carries 0.133



## ii
The following is a quantum chemistry calculation of a 2-piece molecular cluster, C3H11N3O overall, from OMol25.

Positions of all 18 atoms, in Å:
N 1.81 1.41 -1.26
C 1.06 0.44 -2.04
O 0.91 -0.75 -1.45
H 2.77 1.10 -1.22
H 1.85 2.27 -1.81
H 0.04 0.85 -2.20
H 1.48 0.29 -3.05
C -1.24 1.02 1.72
N -0.55 -2.35 0.58
C -0.32 -1.09 0.89
N -1.08 -0.43 1.72
H -1.85 1.39 0.90
H -0.28 1.53 1.74
H -1.71 1.29 2.67
H -1.48 -2.75 0.58
H 0.11 -2.73 -0.09
H 0.26 -0.52 0.12
H -1.76 -0.98 2.22

Results
- Orbital gap (alpha / beta): 10.1 / 7.9 eV
- Multiplicity: 2
- Expectation value of S²: 0.7548
- Net charge: +1

Atomic partial charges in e from the Löwdin method, atoms 1 to 6: number 1, N, carries 0.034; number 2, C, carries -0.399; number 3, O, carries -0.017; number 4, H, carries 0.085; number 5, H, carries 0.084; number 6, H, carries 0.158



Stability summary: most stable ii, least stable i.



## i
The following is a quantum chemistry calculation of a 2-piece molecular cluster, C3H6N3O overall, from OMol25.

Positions of all 13 atoms, in Å:
C -1.81 0.63 -1.63
C 1.90 -1.03 0.53
C 1.09 0.18 0.98
N -1.13 0.00 1.97
N -0.06 0.16 1.50
N -1.88 0.76 -2.81
O -1.52 0.53 -0.50
H 2.44 -0.61 -0.29
H 1.09 -1.83 0.25
H 2.60 -1.25 1.26
H 1.64 1.00 0.67
H -1.95 0.00 1.43
H -2.41 1.46 -3.35

Results
- Orbital gap: 9.3 eV
- Net charge: +1

Atomic partial charges in e from the Löwdin method, atoms 1 to 6: number 1, C, carries -0.350; number 2, C, carries 0.019; number 3, C, carries -0.027; number 4, N, carries 0.320; number 5, N, carries 0.054; number 6, N, carries 0.226



## ii
The following is a quantum chemistry calculation of an isolated ion of composition C3H6N3O and charge +1, from OMol25.

Positions of all 13 atoms, in Å:
C 1.65 0.54 1.12
C 0.56 0.47 0.26
N -0.43 0.28 -0.31
C -1.48 -0.38 -1.01
N -1.03 -1.32 -1.93
N -0.47 -2.43 -1.50
O 0.07 -3.00 -2.41
H 1.36 -0.34 1.87
H 1.98 1.33 1.71
H 2.59 0.22 0.53
H -2.03 -1.03 -0.20
H -2.17 0.50 -1.42
H -0.80 -1.11 -2.91

Results
- Orbital gap: 9.4 eV
- Net charge: +1
- Structure (SMILES): CC#[N+]CNN=O

Atomic partial charges in e from the Löwdin method, atoms 1 to 6: number 1, C, carries 0.030; number 2, C, carries 0.029; number 3, N, carries 0.227; number 4, C, carries -0.167; number 5, N, carries -0.044; number 6, N, carries -0.074



Stability summary: most stable i, least stable ii.



## i
The following is a quantum chemistry calculation of an isolated ion of composition CH8N5 and charge +1, from OMol25.

Positions of all 14 atoms, in Å:
H 2.41 -0.28 0.90
N 1.71 -1.03 0.75
C 0.65 -0.77 0.24
N -0.49 -1.69 0.21
N 0.14 0.44 -0.28
N 0.93 1.54 -0.44
N -1.30 0.62 -0.16
H -0.49 -2.18 -0.67
H -0.55 -2.27 1.01
H 0.80 2.38 0.12
H 0.83 1.95 -1.39
H -1.42 -0.59 0.16
H -1.67 0.67 -1.10
H -1.54 1.21 0.64

Results
- Orbital gap: 10.9 eV
- Net charge: +1
- Structure (SMILES): [H]/N=C(/N)N(N)[NH3+]

Atomic partial charges in e from the Löwdin method, atoms 1 to 6: number 1, H, carries 0.104; number 2, N, carries 0.212; number 3, C, carries -0.462; number 4, N, carries 0.134; number 5, N, carries -0.195; number 6, N, carries 0.076



## ii
The following is a quantum chemistry calculation of a 2-piece molecular cluster, CH8N5 overall, from OMol25.

Positions of all 14 atoms, in Å:
C 1.94 0.19 0.04
N 0.77 -0.01 0.21
N 3.00 0.72 -0.04
N -1.32 1.29 0.17
N -1.04 -1.27 -0.42
N 0.06 -1.17 0.52
H -1.71 1.99 -0.37
H 3.71 0.94 -0.65
H -1.49 1.30 1.13
H -0.31 1.27 0.11
H -1.81 0.34 -0.12
H -1.83 -1.85 -0.07
H -0.62 -1.76 -1.24
H 0.67 -1.99 0.72

Results
- Orbital gap: 9.7 eV
- Net charge: +1

Atomic partial charges in e from the Löwdin method, atoms 1 to 6: number 1, C, carries -0.253; number 2, N, carries -0.035; number 3, N, carries 0.253; number 4, N, carries 0.266; number 5, N, carries -0.026; number 6, N, carries -0.118



## iii
The following is a quantum chemistry calculation of a 2-piece molecular cluster, CH8N5 overall, from OMol25.

Positions of all 14 atoms, in Å:
C 0.61 -2.49 0.47
N -0.09 -1.46 0.95
N 0.05 -0.18 0.20
N 1.22 -2.56 -0.74
N -0.93 0.54 0.36
N -0.43 3.02 -0.26
H 0.58 -3.31 1.10
H 0.91 -1.97 -1.45
H 1.64 -3.44 -0.97
H -1.80 0.34 0.79
H -0.74 1.67 -0.01
H 0.56 2.92 -0.45
H -0.57 3.24 0.72
H -1.02 3.70 -0.71

Results
- Orbital gap: 9.4 eV
- Net charge: +1

Atomic partial charges in e from the Löwdin method, atoms 1 to 6: number 1, C, carries -0.183; number 2, N, carries 0.038; number 3, N, carries 0.036; number 4, N, carries 0.164; number 5, N, carries 0.091; number 6, N, carries 0.092



Stability summary: most stable iii, least stable ii.



## i
The following is a quantum chemistry calculation of C19H19ClN6O8RuS3 as an isolated structure, from OMol25.

Positions of all 57 atoms, in Å:
Ru -0.07 -0.05 0.70
N -0.97 -0.64 4.85
C -0.42 -0.65 3.59
S -1.43 -1.17 2.28
N 0.81 -0.27 3.48
N 1.29 -0.45 2.18
C 2.51 -0.83 2.15
C 3.35 -1.06 0.98
C 4.71 -1.30 1.20
C 5.53 -1.50 0.10
C 4.97 -1.47 -1.16
C 3.60 -1.25 -1.27
N 2.82 -1.05 -0.23
H -1.97 -0.55 4.87
H -0.46 -0.11 5.53
H 2.98 -0.95 3.12
H 5.11 -1.32 2.21
H 6.59 -1.69 0.24
H 5.57 -1.63 -2.05
H 3.10 -1.25 -2.24
O 0.58 -0.75 -2.01
S 0.22 -2.08 -1.56
O 1.12 -3.13 -1.99
O -0.01 -2.09 -0.08
C -1.32 -2.38 -2.41
C -1.33 -3.44 -3.31
C -2.35 -3.54 -4.25
C -3.34 -2.57 -4.31
C -3.35 -1.54 -3.38
C -2.37 -1.46 -2.41
S -2.70 -0.31 -1.06
O -3.70 0.61 -1.57
O -1.45 0.45 -0.73
O -3.14 -1.17 0.01
H -0.51 -4.13 -3.30
H -2.35 -4.37 -4.95
H -4.12 -2.63 -5.06
H -4.14 -0.80 -3.37
Cl 2.28 3.98 -2.59
C 2.00 2.35 -1.91
C 1.00 2.34 -0.75
O 0.12 3.15 -0.64
O 1.26 1.32 0.02
H 2.95 1.95 -1.59
H 1.58 1.73 -2.69
C -3.49 3.99 2.04
N -2.29 3.18 2.10
C -1.10 3.52 2.72
C -0.24 2.51 2.43
N -0.88 1.59 1.65
C -2.11 2.02 1.47
H -3.64 4.50 2.99
H -4.34 3.35 1.84
H -3.41 4.73 1.24
H -0.98 4.43 3.27
H 0.80 2.39 2.70
H -2.87 1.51 0.91

Results
- Orbital gap (alpha / beta): 7.7 / 7.5 eV
- Multiplicity: 2
- Expectation value of S²: 0.7538
- Net charge: -1

Atomic partial charges in e from the Löwdin method, atoms 1 to 6: number 1, Ru, carries 1.228; number 2, N, carries 0.056; number 3, C, carries -0.854; number 4, S, carries 0.726; number 5, N, carries -0.020; number 6, N, carries -0.140



## ii
The following is a quantum chemistry calculation of C19H19ClN6O8RuS3 as an isolated structure, from OMol25.

Positions of all 57 atoms, in Å:
Ru -0.88 0.01 -0.63
N -3.88 2.08 -3.01
C -3.00 1.24 -2.39
S -2.64 1.55 -0.73
N -2.52 0.27 -3.13
N -1.63 -0.50 -2.41
C -1.19 -1.58 -2.95
C -0.22 -2.35 -2.17
C 0.45 -3.46 -2.65
C 1.41 -4.04 -1.84
C 1.67 -3.51 -0.59
C 0.93 -2.41 -0.16
N 0.01 -1.86 -0.94
H -4.45 2.65 -2.41
H -4.33 1.71 -3.84
H -1.53 -1.88 -3.94
H 0.24 -3.83 -3.64
H 1.98 -4.89 -2.20
H 2.44 -3.91 0.05
H 1.10 -1.95 0.79
O -2.29 -0.86 0.73
S -2.18 -1.91 1.78
O -3.47 -2.53 1.98
O -1.06 -2.81 1.63
C -1.87 -1.05 3.34
C -2.43 -1.69 4.44
C -2.17 -1.27 5.73
C -1.33 -0.20 5.95
C -0.77 0.46 4.86
C -1.04 0.06 3.56
S -0.36 1.16 2.32
O 0.77 1.79 2.95
O -1.43 2.04 1.91
O 0.11 0.29 1.20
H -3.08 -2.54 4.25
H -2.63 -1.80 6.56
H -1.10 0.13 6.95
H -0.12 1.31 5.01
Cl 4.51 1.78 -0.88
C 3.79 0.35 -0.02
C 3.40 -0.75 -1.03
O 4.14 -1.75 -1.06
O 2.34 -0.55 -1.67
H 2.91 0.72 0.52
H 4.55 0.00 0.67
C 2.17 4.43 -1.40
N 1.44 3.23 -1.78
C 1.46 2.61 -3.01
C 0.71 1.49 -2.88
N 0.24 1.43 -1.60
C 0.71 2.48 -0.96
H 2.64 4.84 -2.28
H 2.93 4.18 -0.67
H 1.48 5.17 -0.98
H 2.03 3.00 -3.83
H 0.53 0.71 -3.60
H 0.50 2.72 0.07

Results
- Orbital gap (alpha / beta): 7.5 / 6.9 eV
- Multiplicity: 2
- Expectation value of S²: 0.7552
- Net charge: -1

Atomic partial charges in e from the Löwdin method, atoms 1 to 6: number 1, Ru, carries 1.212; number 2, N, carries 0.059; number 3, C, carries -0.825; number 4, S, carries 0.736; number 5, N, carries 0.006; number 6, N, carries -0.186



Stability summary: most stable ii, least stable i.